A cluster of 2 separate species, C11H21N3O3Si in total, computed with ωB97M-V/def2-TZVPD.

- LUMO: -0.01670 Eh
- Orbital gap: 6.6 eV
- HOMO: -7.007 eV
- Energy: -30236.08447 eV

Structure (XYZ):
```
39
C11H21N3O3Si ωB97M-V/def2-TZVPD
O -2.102 -3.759 0.298
C -0.503 -1.300 -2.277
H 3.817 0.724 -0.698
H 1.677 -3.609 0.652
C 0.660 0.153 -0.978
C 0.040 -1.992 -1.139
H 2.053 -3.744 -1.148
H 1.268 0.205 2.071
H 1.278 -1.352 0.496
N -0.052 -3.370 -0.697
H 3.679 2.565 -1.051
Si 1.525 1.616 -0.089
H 2.119 1.767 2.376
C -0.976 -3.348 0.463
C -0.629 -2.787 1.887
C 0.602 3.232 -0.455
N 0.787 -1.069 -0.347
H 0.264 1.707 2.106
H 0.516 3.429 -1.555
H -0.302 0.858 -2.729
H -4.739 1.956 -0.674
C 1.270 1.300 1.802
H 0.425 -2.990 2.230
H -0.746 -1.658 1.831
H -1.131 -1.747 -3.076
N -0.080 0.066 -2.122
H -0.429 3.083 0.007
H -3.662 0.962 0.331
C -4.002 1.982 0.132
H 1.160 -5.058 -0.307
C -2.813 2.857 -0.278
H -4.486 2.367 1.031
H 1.097 4.069 0.113
C 3.414 1.720 -0.353
O -2.204 2.470 -1.312
H -1.357 -3.115 2.684
O -2.585 3.842 0.455
C 1.279 -3.933 -0.349
H 3.871 1.900 0.670
```

A structure of composition C11H21NaO10, computed with ωB97M-V/def2-TZVPD.

- LUMO (alpha / beta): -0.09165 / -0.19842 Eh
- Total charge: +1
- Multiplicity: 2
- <S²>: 0.754
- Orbital gap (alpha / beta): 11.0 / 8.1 eV
- HOMO (alpha / beta): -13.533 / -13.532 eV
- Energy: -36631.72200 eV

Structure (XYZ):
```
43
C11H21NaO10 ωB97M-V/def2-TZVPD
H -3.521 -1.812 -1.921
O 0.626 2.666 -2.638
C 1.385 0.839 2.915
C 2.234 -2.033 4.622
C -4.348 -1.282 -1.449
O 1.216 -0.461 3.222
H -0.364 -0.143 -2.496
H 0.993 -0.350 -3.637
H 3.303 -1.820 4.603
C -3.340 0.838 -1.679
C 1.979 -2.614 1.040
H 3.206 0.402 5.186
O 0.864 -0.552 -0.419
H 2.480 -3.473 1.487
C -2.709 2.846 -2.712
C 0.775 2.961 -3.976
H 2.069 -2.658 5.499
O -3.713 2.044 -2.200
O 1.740 -2.683 -0.397
H 2.205 -2.571 3.674
H 0.200 2.352 -4.673
O -2.141 0.519 -1.419
O 0.821 -1.870 -2.250
O -4.394 0.093 -1.538
H -3.177 3.711 -3.183
H 1.752 0.943 5.916
C 1.154 -1.614 -0.989
H -0.408 -1.452 -3.730
H -2.290 2.363 -3.595
C 2.137 0.500 4.997
H 1.029 -2.696 1.568
H -5.156 -1.806 -1.960
H -4.419 -1.714 -0.451
H 0.460 3.985 -4.173
O 1.171 1.346 1.809
C 0.224 -0.866 -3.062
Na -0.201 1.781 -0.496
O 1.843 1.470 3.980
C 1.424 -0.712 4.545
H 2.493 -1.692 1.313
H -1.903 3.244 -2.096
H 0.498 -0.900 5.090
H 1.804 2.872 -4.326
```

A cluster of 2 separate species, C11H22BO3PS in total, computed with ωB97M-V/def2-TZVPD.

- LUMO: 0.01247 Eh
- Orbital gap: 7.8 eV
- HOMO: -7.466 eV
- Energy: -38693.92883 eV

Structure (XYZ):
```
39
C11H22BO3PS ωB97M-V/def2-TZVPD
H 3.157 -1.256 1.355
C 0.890 0.909 2.514
S -1.660 -3.403 -0.032
C -1.014 2.979 1.876
P 1.695 -0.214 -0.569
H -0.937 0.781 0.847
C -0.249 3.929 3.006
H 0.705 -1.199 -0.150
H 0.278 2.726 -2.518
H 1.580 4.097 4.651
C 1.218 0.793 -3.553
C -2.585 -3.425 -1.586
O 1.363 -0.457 2.208
C -2.653 -4.669 0.794
C 1.063 3.376 3.874
H -0.687 5.008 3.175
B 0.717 -0.001 -2.201
H 1.537 1.228 -0.341
H 1.839 3.063 -3.646
H 2.372 0.616 -3.728
H -2.498 -4.411 -2.050
H -1.022 -0.447 -1.320
H -2.275 -4.798 1.811
C 0.867 2.427 -3.501
O -0.670 -0.584 -2.260
H 2.908 -0.633 -1.224
H -2.564 -5.614 0.254
H 2.549 1.380 4.222
H -1.925 3.326 1.227
C 1.637 1.857 3.646
H 0.143 2.706 -4.400
C 2.456 -0.309 1.190
H -3.699 -4.356 0.834
H 0.552 0.378 -4.451
H -3.635 -3.189 -1.400
C -0.415 1.465 1.665
H -2.159 -2.673 -2.255
H 3.064 0.691 1.394
O -1.944 -2.095 0.643
```

A structure of composition C11H22CaNO3S, computed with ωB97M-V/def2-TZVPD.

- LUMO: -0.18925 Eh
- Total charge: +1
- Orbital gap: 4.5 eV
- HOMO: -9.692 eV
- Energy: -48660.11190 eV

Structure (XYZ):
```
39
C11H22CaNO3S ωB97M-V/def2-TZVPD
N -3.840 -0.300 -0.473
C 2.206 1.602 -0.203
H 4.257 1.698 0.621
H -3.965 1.484 1.451
O 1.578 -0.943 -1.918
H -3.552 -2.393 -1.076
C -3.530 2.026 0.543
H 1.723 2.551 -0.668
C -3.302 0.994 -0.664
H 0.269 -2.649 1.343
O 1.886 -3.053 -0.570
C -3.035 -1.376 -1.121
S 2.071 -1.565 -0.624
H -2.028 -1.711 1.499
H -1.512 -0.008 1.150
H -2.535 2.455 0.905
H -3.005 -1.118 -2.237
H -1.198 -2.569 -0.795
H 0.156 -1.336 2.591
C -1.260 -1.101 0.899
C 0.992 0.734 0.378
C 3.924 -1.288 -0.561
O -2.621 1.369 -1.701
H -4.242 2.856 0.253
H 4.505 -2.251 -0.676
H -3.964 -0.512 0.523
H 3.346 3.252 0.799
H -0.881 -0.876 -1.372
H 2.939 1.898 1.969
H 0.205 0.685 -0.473
C -1.509 -1.479 -0.636
H 4.179 -0.800 0.441
C 1.414 -0.697 0.893
C 3.233 2.120 0.903
H 0.540 1.268 1.287
H 2.772 1.098 -1.040
Ca -0.593 1.966 -1.753
H 4.201 -0.508 -1.349
C 0.178 -1.524 1.460
```

- Among the records above, which one has the highest energy?
  C11H21N3O3Si

- Which of these has the lowest energy?
  C11H22CaNO3S